# 1
The following is a quantum chemistry calculation of an isolated molecule of H2N6 in a non-equilibrium geometry, from the OMol25 dataset.

## Properties
Net charge   0
Relative energy (zero: lowest compared OMol25 entry of this formula, charge and spin)   30.25 kcal per mole
HOMO energy   -8.880 eV
HOMO-LUMO gap   9.59 eV

CARTESIAN COORDINATES (ANGSTROEM)
N -3.270 0.997 0.057
N -3.589 -0.182 0.008
N -1.864 1.135 -0.004
N -3.611 -1.320 -0.021
N -1.313 0.032 -0.078
N -0.047 -0.070 0.075
H 0.445 0.770 0.267
H 0.161 -1.072 0.077

# 2
The following is a quantum chemistry calculation of C38H50CoF5N4O2SSe as an isolated structure in a non-equilibrium geometry, from the OMol25 dataset.

## Properties
Net charge   -1
Relative energy (zero: lowest compared OMol25 entry of this formula, charge and spin)   0.00 kcal per mole
<S²>   0.769
2S+1   2
HOMO energy (spin up / spin down)   -3.431 / -4.859 eV
HOMO-LUMO gap (spin up / spin down)   5.68 / 7.10 eV

CARTESIAN COORDINATES (ANGSTROEM)
Co 1.021 -0.088 -2.101
C 1.352 -3.848 -3.956
C 1.089 -2.422 -3.584
N 1.765 -1.817 -2.595
N 2.305 -2.648 -1.638
C 3.580 -2.575 -1.195
N 3.719 -3.157 0.045
S 4.852 -1.972 -2.062
C 0.119 -1.626 -4.216
C -0.710 -2.030 -5.295
C -1.633 -1.161 -5.802
C -1.751 0.133 -5.255
C -0.932 0.471 -4.203
N -0.034 -0.367 -3.681
H 2.369 -4.120 -3.675
H 1.250 -3.993 -5.032
H 0.662 -4.541 -3.462
H 1.660 -3.247 -1.140
H 2.959 -2.985 0.696
H 4.632 -2.991 0.438
H -0.614 -3.031 -5.691
H -2.278 -1.471 -6.615
H -2.463 0.853 -5.633
H -0.995 1.440 -3.728
C 2.007 -2.636 5.324
C 1.056 -2.991 4.181
C -0.382 -2.863 4.701
C 1.312 -4.450 3.778
C 1.257 -2.087 2.964
C 0.424 -2.201 1.861
C 0.634 -1.429 0.724
Se -0.610 -1.557 -0.724
C -1.704 -0.038 -0.390
C -2.928 -0.226 0.248
C -3.744 0.849 0.531
C -3.258 2.111 0.159
C -2.056 2.341 -0.484
C -1.233 1.214 -0.827
O -0.116 1.365 -1.487
C -1.621 3.770 -0.825
C -1.611 3.962 -2.348
C -0.222 4.053 -0.251
C -2.572 4.817 -0.239
C -5.112 0.722 1.201
C -5.167 1.600 2.459
C -6.203 1.178 0.220
C -5.409 -0.720 1.614
C 1.711 -0.527 0.605
O 2.014 0.065 -0.510
C 2.473 -0.290 1.789
C 2.244 -1.095 2.896
C 3.497 0.853 1.832
C 4.663 0.575 0.876
C 2.802 2.165 1.435
C 4.074 1.040 3.238
H 1.828 -3.306 6.169
H 1.852 -1.611 5.668
H 3.052 -2.743 5.027
H -0.523 -3.486 5.590
H -1.110 -3.179 3.952
H -0.603 -1.827 4.966
H 1.174 -5.119 4.633
H 2.334 -4.572 3.408
H 0.627 -4.764 2.988
H -0.415 -2.890 1.867
H -3.208 -1.235 0.524
H -3.876 2.968 0.395
H -0.813 3.385 -2.798
H -1.447 5.016 -2.593
H -2.565 3.651 -2.782
H 0.508 3.345 -0.632
H -0.236 3.987 0.840
H 0.094 5.064 -0.531
H -3.573 4.752 -0.673
H -2.178 5.811 -0.463
H -2.656 4.726 0.847
H -5.051 2.657 2.217
H -4.370 1.324 3.153
H -6.128 1.476 2.968
H -6.080 2.231 -0.042
H -7.197 1.049 0.658
H -6.151 0.597 -0.703
H -4.660 -1.094 2.316
H -5.431 -1.387 0.749
H -6.386 -0.769 2.101
H 2.862 -0.932 3.766
H 4.318 0.477 -0.149
H 5.176 -0.350 1.152
H 5.386 1.397 0.926
H 2.431 2.118 0.414
H 3.512 2.996 1.510
H 1.960 2.371 2.102
H 4.680 0.184 3.549
H 3.292 1.204 3.984
H 4.723 1.919 3.234
F 2.893 0.067 -4.067
C 2.384 0.872 -3.086
F 3.423 1.211 -2.278
C 2.066 2.190 -3.831
F 1.368 1.976 -4.959
F 3.200 2.822 -4.191
F 1.374 3.039 -3.065

# 3
The following is a quantum chemistry calculation of C15H7AgO4 as an isolated structure in a non-equilibrium geometry, from the OMol25 dataset.

## Properties
Net charge   0
HOMO energy   -6.941 eV
HOMO-LUMO gap   3.05 eV

CARTESIAN COORDINATES (ANGSTROEM)
O 1.475 -3.336 0.711
C 2.398 -2.525 0.914
O 3.377 -2.603 1.669
C 2.324 -1.235 0.120
C 3.243 -0.887 -0.868
C 3.123 0.279 -1.606
C 2.065 1.150 -1.395
C 1.131 0.812 -0.426
C 1.264 -0.362 0.337
C 0.212 -0.624 1.362
O 0.406 -1.007 2.471
C -1.162 -0.259 0.891
C -2.308 -0.989 1.169
C -3.542 -0.568 0.662
C -3.647 0.579 -0.118
C -2.475 1.272 -0.379
C -1.266 0.875 0.107
C -0.044 1.651 -0.202
O -0.090 2.869 -0.255
H 4.058 -1.566 -1.065
H 3.859 0.494 -2.366
H 1.951 2.063 -1.956
H -2.234 -1.879 1.773
H -4.410 -1.164 0.895
H -4.576 0.935 -0.533
H -2.433 2.171 -1.021
Ag -2.698 3.856 -0.894

# 4
The following is a quantum chemistry calculation of a 14-piece molecular cluster, C31H74BCl14F4NO14 overall in a non-equilibrium geometry, from the OMol25 dataset.

## Properties
Net charge   0
HOMO energy   -8.945 eV
HOMO-LUMO gap   8.35 eV

CARTESIAN COORDINATES (ANGSTROEM)
C -2.892 1.061 -0.837
C -1.714 0.148 -1.184
C -0.475 0.298 -0.303
C 0.775 -0.008 -1.007
N 1.984 -0.242 -0.164
C 2.408 1.055 0.523
C 3.405 1.778 -0.421
C 3.723 0.791 -1.515
C 3.233 -0.595 -0.989
C 1.635 -1.392 0.775
H -2.511 1.908 -0.266
H -3.592 0.649 -0.109
H -3.461 1.406 -1.700
H -1.475 0.510 -2.183
H -2.109 -0.837 -1.435
H -0.530 -0.396 0.536
H -0.382 1.319 0.066
H 1.043 0.851 -1.623
H 0.752 -0.806 -1.749
H 2.890 0.696 1.432
H 1.604 1.734 0.807
H 4.251 2.025 0.220
H 3.057 2.668 -0.944
H 4.746 0.767 -1.888
H 3.219 1.236 -2.373
H 3.959 -1.102 -0.355
H 3.055 -1.311 -1.792
H 1.050 -0.952 1.583
H 2.548 -1.774 1.233
H 1.093 -2.172 0.241
B 7.214 -2.176 4.758
F 7.231 -3.504 4.498
F 7.907 -2.022 5.944
F 7.850 -1.488 3.745
F 5.960 -1.787 4.910
C 4.099 -1.966 -9.144
Cl 3.974 -2.016 -7.354
Cl 2.472 -2.286 -9.765
Cl 4.717 -0.401 -9.873
Cl 5.184 -3.310 -9.638
C 6.877 5.788 -6.717
Cl 6.307 5.693 -4.968
Cl 5.584 5.678 -7.966
Cl 7.644 7.404 -6.879
Cl 8.141 4.568 -6.907
C 3.316 -6.797 -3.049
C 3.951 -6.955 -1.664
O 3.204 -7.400 -0.543
O 2.288 -5.811 -3.044
H 2.984 -7.781 -3.378
H 3.984 -6.388 -3.807
H 4.266 -6.003 -1.236
H 4.808 -7.618 -1.788
H 3.067 -8.329 -0.743
H 1.400 -6.120 -2.853
C 1.495 -0.379 7.369
C 1.570 0.989 6.719
O 0.698 1.127 5.629
O 0.291 -0.578 8.059
H 2.319 -0.549 8.063
H 1.533 -1.132 6.581
H 2.564 1.159 6.306
H 1.457 1.790 7.450
H -0.208 1.325 5.875
H 0.265 -0.035 8.851
C 8.480 4.196 6.890
C 7.275 3.482 6.129
O 7.690 2.901 4.899
O 9.417 3.231 7.291
H 8.066 4.789 7.706
H 8.989 4.829 6.163
H 6.444 4.178 6.020
H 6.935 2.586 6.648
H 7.539 1.958 4.991
H 9.694 2.900 6.433
C -4.568 -0.421 4.908
C -4.569 1.147 5.234
O -3.748 1.524 6.309
O -3.258 -0.952 4.962
H -4.991 -0.702 3.944
H -5.119 -0.967 5.674
H -5.629 1.334 5.406
H -4.246 1.658 4.327
H -4.344 1.949 6.929
H -2.765 -0.507 5.655
C -3.541 -6.394 -3.620
C -4.801 -6.184 -2.767
O -5.038 -7.378 -2.081
O -2.526 -6.763 -2.680
H -3.260 -5.470 -4.126
H -3.668 -7.128 -4.416
H -5.664 -5.898 -3.369
H -4.595 -5.386 -2.054
H -5.550 -7.255 -1.279
H -2.864 -7.452 -2.102
C -9.270 -2.762 0.101
C -9.873 -2.131 1.359
O -9.145 -2.270 2.550
O -9.441 -4.157 0.152
H -8.188 -2.715 -0.028
H -9.698 -2.440 -0.848
H -10.805 -2.586 1.695
H -10.073 -1.084 1.131
H -9.712 -2.097 3.306
H -8.948 -4.491 0.905
C -8.031 7.254 -0.262
C -6.814 6.344 -0.426
O -5.844 6.549 0.564
O -8.745 7.186 0.990
H -8.684 7.097 -1.120
H -7.623 8.258 -0.379
H -6.349 6.395 -1.411
H -7.152 5.314 -0.313
H -6.196 6.475 1.454
H -9.386 6.476 0.902
Cl -7.422 -0.540 -4.959
C -9.210 -0.080 -5.083
C -9.480 1.225 -4.277
Cl -8.452 2.590 -4.825
H -9.762 -0.949 -4.726
H -9.420 0.034 -6.147
H -9.252 1.020 -3.231
H -10.524 1.498 -4.427
Cl 9.453 -2.266 -4.517
C 10.722 -2.327 -3.280
C 10.428 -3.313 -2.187
Cl 10.558 -5.042 -2.753
H 10.755 -1.311 -2.887
H 11.620 -2.410 -3.892
H 9.527 -3.187 -1.585
H 11.228 -3.290 -1.447
Cl 0.357 5.067 -3.377
C -0.878 5.975 -2.435
C -0.343 7.164 -1.703
Cl 0.633 6.692 -0.355
H -1.257 5.217 -1.749
H -1.670 6.238 -3.136
H -1.252 7.538 -1.233
H 0.132 8.031 -2.161

# 5
The following is a quantum chemistry calculation of an isolated molecule of C6H6N4S2 in a non-equilibrium geometry, from the OMol25 dataset.

## Properties
Net charge   0
Relative energy (zero: lowest compared OMol25 entry of this formula, charge and spin)   0.00 kcal per mole
Structure (SMILES)   N/N=c1/[nH]nc(-c2cccs2)s1
HOMO energy   -8.029 eV
HOMO-LUMO gap   8.46 eV

CARTESIAN COORDINATES (ANGSTROEM)
N 1.975 0.068 3.648
N 1.704 -1.216 3.044
C 1.073 -1.050 1.961
N 0.636 -2.090 1.154
N 0.028 -1.772 -0.024
C -0.091 -0.490 -0.135
C -0.745 0.128 -1.290
C -1.504 -0.514 -2.215
C -1.990 0.364 -3.232
C -1.577 1.654 -3.033
S -0.610 1.811 -1.631
S 0.577 0.467 1.194
H 1.494 0.042 4.551
H 2.964 0.061 3.878
H 0.852 -3.042 1.349
H -1.710 -1.563 -2.197
H -2.643 0.044 -4.058
H -1.832 2.555 -3.616

# 6
The following is a quantum chemistry calculation of C33H27N10OP2PdSe2 as an isolated structure, from the OMol25 dataset.

## Properties
Net charge   +1
Relative energy (zero: lowest compared OMol25 entry of this formula, charge and spin)   8.20 kcal per mole
HOMO energy   -10.687 eV
HOMO-LUMO gap   6.15 eV

CARTESIAN COORDINATES (ANGSTROEM)
Pd -0.803 0.228 -0.814
N -2.241 -2.005 -3.357
C -1.484 -0.862 -3.708
N -1.305 -0.526 -4.969
N -0.507 0.544 -4.926
N -0.223 0.836 -3.703
N -0.829 -0.045 -2.884
C -1.928 -2.653 -2.208
N -1.633 -3.952 -2.083
N -1.295 -4.060 -0.823
N -1.326 -2.861 -0.237
N -1.741 -1.964 -1.057
H -2.452 -2.583 -4.160
O 1.766 1.636 -1.956
N 2.124 0.330 -1.771
C 2.304 -0.384 -2.811
C 2.645 -1.780 -2.561
C 3.448 -2.474 -3.464
C 3.976 -3.706 -3.126
C 3.721 -4.239 -1.868
C 2.880 -3.577 -0.989
C 2.277 -2.366 -1.338
P 1.093 -1.469 -0.264
C 2.068 -0.970 1.183
C 2.826 -1.850 1.954
C 3.557 -1.376 3.030
C 3.542 -0.021 3.337
C 2.797 0.859 2.568
C 2.057 0.388 1.494
C 0.022 -3.005 0.482
C -0.115 -2.983 1.962
C -0.065 -4.112 2.667
C 0.086 -5.425 2.038
C 0.133 -5.593 0.716
C 0.082 -4.414 -0.170
H 1.203 1.671 -2.770
H 2.269 0.023 -3.819
H 3.690 -2.016 -4.415
H 4.614 -4.234 -3.822
H 4.174 -5.175 -1.572
H 2.703 -4.024 -0.018
H 2.853 -2.909 1.730
H 4.143 -2.062 3.627
H 4.119 0.347 4.176
H 2.790 1.916 2.800
H 1.480 1.078 0.889
H -0.238 -2.021 2.439
H -0.137 -4.075 3.745
H 0.159 -6.289 2.686
H 0.245 -6.569 0.264
H 0.733 -4.475 -1.035
Se -1.274 0.606 1.570
P -2.879 1.651 0.514
Se -1.752 2.491 -1.147
C -4.086 0.425 -0.065
C -4.423 0.319 -1.409
C -5.304 -0.672 -1.821
C -5.843 -1.553 -0.895
C -5.512 -1.440 0.451
C -4.637 -0.452 0.868
C -3.767 2.841 1.523
C -4.786 3.579 0.923
C -5.495 4.499 1.675
C -5.191 4.675 3.020
C -4.177 3.939 3.614
C -3.456 3.020 2.865
H -3.987 0.998 -2.131
H -5.569 -0.752 -2.867
H -6.533 -2.322 -1.218
H -5.942 -2.119 1.176
H -4.371 -0.369 1.916
H -5.023 3.435 -0.126
H -6.284 5.078 1.215
H -5.748 5.394 3.606
H -3.941 4.085 4.660
H -2.649 2.459 3.320

# 7
The following is a quantum chemistry calculation of C22H29BaN6O4PS5 as an isolated structure in a non-equilibrium geometry, from the OMol25 dataset.

## Properties
Net charge   -1
Relative energy (zero: lowest compared OMol25 entry of this formula, charge and spin)   43.27 kcal per mole
<S²>   0.770
2S+1   2
HOMO energy (spin up / spin down)   -2.517 / -5.061 eV
HOMO-LUMO gap (spin up / spin down)   4.53 / 7.05 eV

CARTESIAN COORDINATES (ANGSTROEM)
Ba 0.543 -0.159 0.725
C -2.635 3.400 0.798
C -1.397 2.587 0.499
N -1.455 1.266 0.356
N -2.661 0.725 0.163
C -2.936 -0.559 -0.088
N -4.252 -0.772 -0.500
S -1.930 -1.868 0.148
C -0.125 3.204 0.444
C 0.033 4.614 0.328
C 1.282 5.164 0.243
C 2.400 4.321 0.292
C 2.168 2.961 0.379
N 0.978 2.397 0.442
H -3.287 2.829 1.462
H -3.188 3.679 -0.102
H -2.361 4.312 1.320
H -3.440 1.366 0.018
H -4.599 -0.102 -1.175
H -4.393 -1.727 -0.792
H -0.837 5.252 0.258
H 1.409 6.232 0.131
H 3.402 4.718 0.247
H 3.006 2.276 0.400
C 2.660 -1.668 7.148
C 2.568 -0.714 5.966
O 1.299 -0.868 5.372
P 0.958 -0.876 3.780
S 2.679 -0.817 2.779
S -0.481 0.414 3.497
O 0.317 -2.375 3.658
C 1.138 -3.486 3.982
C 0.874 -4.632 3.021
H 3.614 -1.544 7.656
H 2.563 -2.698 6.807
H 1.844 -1.458 7.838
H 3.355 -0.918 5.229
H 2.668 0.330 6.290
H 0.915 -3.801 5.010
H 2.198 -3.199 3.925
H -0.187 -4.863 2.998
H 1.423 -5.511 3.352
H 1.196 -4.366 2.017
O 0.148 -1.540 -5.360
C 0.738 -2.436 -4.555
C 1.203 -3.620 -5.129
C 1.803 -4.594 -4.359
C 1.956 -4.408 -2.993
C 1.517 -3.233 -2.416
C 0.912 -2.233 -3.173
C 0.463 -0.996 -2.475
O 0.843 -0.752 -1.297
N -0.335 -0.232 -3.199
N -0.862 0.853 -2.574
C -1.488 1.692 -3.262
S -2.203 3.102 -2.507
C -3.169 3.613 -3.984
C -2.324 3.319 -5.200
S -1.742 1.595 -5.063
H -0.182 -0.805 -4.771
H 1.056 -3.759 -6.190
H 2.146 -5.507 -4.827
H 2.405 -5.181 -2.386
H 1.622 -3.058 -1.353
H -3.374 4.677 -3.880
H -4.109 3.057 -3.998
H -1.451 3.974 -5.244
H -2.896 3.406 -6.124

The highest net charge belongs to which entry? C33H27N10OP2PdSe2